Density functional theory data (the ωB97M-V functional and the def2-TZVPD basis) for a molecular structure, C47H50CsN4OS3SiTe in a non-equilibrium geometry.

Last column: Mulliken spin population.
Element x y z (Å)
1 Cs -0.121 -0.352 0.410  0.0275
2 S 3.922 0.018 1.458  0.0002
3 C 3.147 -0.119 2.909  0.0000
4 N 1.914 -0.435 3.132  0.0001
5 C 1.559 -0.397 4.436  0.0014
6 C 0.289 -0.671 4.937  -0.0007
7 C 0.055 -0.546 6.291  0.0005
8 C 1.061 -0.152 7.166  0.0001
9 C 2.339 0.103 6.696  -0.0001
10 C 2.584 -0.025 5.343  0.0000
11 S 4.061 0.256 4.470  0.0001
12 H -0.492 -0.957 4.249  -0.0006
13 H -0.931 -0.754 6.681  0.0000
14 H 0.839 -0.033 8.218  0.0000
15 H 3.131 0.399 7.370  0.0000
16 C 2.320 3.997 1.742  0.0000
17 N 0.959 3.928 2.215  -0.0006
18 C 0.730 2.996 3.297  -0.0040
19 C -0.066 4.395 1.471  0.0005
20 S 0.150 4.987 -0.070  -0.0001
21 N -1.300 4.421 2.061  0.0015
22 C -2.485 4.468 1.240  0.0007
23 C -1.485 5.007 3.367  -0.0001
24 H 2.976 4.253 2.579  0.0000
25 H 2.400 4.758 0.966  0.0000
26 H 2.656 3.041 1.326  0.0000
27 H 1.496 2.223 3.272  -0.0007
28 H -0.235 2.510 3.170  0.0055
29 H 0.777 3.484 4.276  0.0002
30 H -2.361 3.813 0.384  -0.0002
31 H -2.709 5.479 0.879  0.0000
32 H -3.324 4.106 1.833  0.0008
33 H -0.531 5.231 3.834  0.0000
34 H -2.061 4.345 4.018  0.0000
35 H -2.036 5.951 3.271  0.0000
36 C 0.829 -5.996 3.875  0.0000
37 C -0.281 -5.177 4.012  0.0000
38 C -0.846 -4.579 2.904  -0.0003
39 C -0.325 -4.756 1.620  0.0009
40 C 0.813 -5.553 1.523  -0.0002
41 C 1.376 -6.178 2.617  0.0000
42 Si -1.086 -3.788 0.180  -0.0069
43 C -1.094 -4.788 -1.429  -0.0003
44 C -2.161 -4.635 -2.320  0.0008
45 C -2.202 -5.290 -3.533  -0.0005
46 C -1.171 -6.144 -3.905  -0.0001
47 C -0.085 -6.286 -3.057  0.0001
48 C -0.047 -5.602 -1.860  -0.0001
49 H 1.267 -6.483 4.737  0.0000
50 H -0.701 -5.003 4.996  0.0000
51 H -1.719 -3.949 3.028  0.0002
52 H 1.286 -5.684 0.564  -0.0001
53 H 2.255 -6.799 2.490  0.0000
54 H -2.540 -3.864 0.538  0.0005
55 H -2.975 -3.978 -2.040  0.0013
56 H -3.043 -5.144 -4.202  0.0000
57 H -1.211 -6.689 -4.841  0.0000
58 H 0.741 -6.932 -3.336  0.0000
59 H 0.832 -5.702 -1.244  0.0001
60 C -10.830 -3.193 -1.662  0.0008
61 C -9.458 -2.610 -1.450  0.0047
62 C -9.215 -1.684 -0.448  0.0014
63 C -7.951 -1.145 -0.249  -0.0571
64 C -7.762 -0.159 0.868  0.0090
65 C -6.871 -1.503 -1.067  0.0789
66 Te -4.680 -0.914 -0.432  0.2156
67 N -2.934 -0.122 0.490  0.8328
68 C -2.609 0.430 1.607  -0.2037
69 O -1.556 1.101 1.761  0.0472
70 C -3.468 0.278 2.854  -0.0048
71 C -4.343 -0.775 3.082  -0.0031
72 C -5.055 -0.851 4.267  0.0044
73 C -4.895 0.119 5.243  -0.0051
74 C -4.009 1.163 5.034  0.0056
75 C -3.299 1.231 3.852  0.0044
76 C -5.315 1.099 -0.706  0.0423
77 C -5.291 1.955 0.382  -0.0050
78 C -5.704 3.270 0.282  -0.0057
79 C -6.156 3.751 -0.935  0.0007
80 C -6.157 2.912 -2.034  -0.0011
81 C -5.740 1.590 -1.940  -0.0196
82 C -5.757 0.721 -3.158  0.0059
83 C -7.122 -2.444 -2.071  0.0380
84 C -6.031 -2.898 -3.003  -0.0026
85 C -8.393 -2.973 -2.261  0.0048
86 H -11.506 -2.896 -0.859  0.0000
87 H -10.786 -4.284 -1.693  0.0002
88 H -11.253 -2.851 -2.611  0.0001
89 H -10.028 -1.382 0.205  -0.0014
90 H -8.532 -0.275 1.632  0.0015
91 H -7.808 0.862 0.488  -0.0003
92 H -6.783 -0.296 1.328  0.0098
93 H -4.472 -1.545 2.332  -0.0105
94 H -5.734 -1.679 4.433  -0.0006
95 H -5.458 0.061 6.166  -0.0003
96 H -3.865 1.917 5.799  -0.0001
97 H -2.585 2.022 3.682  -0.0020
98 H -4.946 1.579 1.334  -0.0106
99 H -5.676 3.921 1.146  0.0010
100 H -6.500 4.773 -1.026  0.0001
101 H -6.480 3.299 -2.993  0.0000
102 H -5.793 1.320 -4.068  -0.0005
103 H -6.624 0.061 -3.135  -0.0065
104 H -4.864 0.094 -3.169  -0.0013
105 H -5.083 -2.435 -2.738  0.0044
106 H -6.279 -2.628 -4.032  0.0004
107 H -5.910 -3.981 -2.956  -0.0010
108 H -8.551 -3.693 -3.057  0.0018

Computed properties:
⟨S²⟩: 0.764
HOMO (alpha / beta): -0.924 / -0.924 eV
E_tot: -3887.4571 a.u.
relative energy (zero: lowest compared OMol25 entry of this formula, charge and spin): 57.7 kcal/mol
orbital gap (alpha / beta): 4.46 / 4.18 eV
total charge: -2
largest force on an atom: 3.24 eV Å⁻¹
spin multiplicity: 2